1.
Molecular formula: C24H25O4PtSe2Te
Method: DFT, the ωB97M-V functional and the def2-TZVPD basis

- Molecular weight: 858.06 g/mol
- Total charge: +1
- Total energy: -174710.383 eV
- HOMO-LUMO gap: 6.7 eV

Each line ends with the natural charge from an NBO analysis.
Cartesian coordinates (Å):
O (2.113, -0.351, -0.872)  -0.730
H (4.660, -2.399, 3.837)  0.227
H (-1.390, -2.941, 3.449)  0.231
C (-1.392, 3.706, 0.479)  -0.564
H (-2.043, 5.760, -1.154)  0.178
H (-1.912, -1.657, 1.413)  0.220
C (-4.933, -0.541, -1.190)  -0.186
C (-3.261, -2.663, -1.812)  -0.171
H (-6.541, -1.893, -1.602)  0.230
C (-0.283, -2.519, 0.296)  -0.338
O (-0.237, 6.031, -2.160)  -0.731
H (6.197, -2.880, -0.130)  0.228
H (4.309, -1.544, -1.024)  0.235
H (-5.586, 0.285, -0.948)  0.226
H (2.227, 2.802, 0.100)  0.520
C (-0.781, -3.067, 2.565)  -0.210
H (6.357, -3.304, 2.294)  0.226
H (1.413, -3.519, -0.583)  0.230
H (-0.903, 4.182, 1.331)  0.232
C (0.792, -3.396, 0.297)  -0.239
H (1.915, -4.797, 1.460)  0.231
H (-5.049, -3.779, -2.159)  0.231
H (1.222, 4.822, -0.150)  0.201
C (2.312, -0.480, 0.385)  0.754
C (3.439, -1.230, 0.911)  -0.155
C (5.534, -2.719, 1.904)  -0.163
Pt (0.295, 0.855, -0.481)  0.806
C (-5.469, -1.765, -1.556)  -0.178
O (1.431, 0.067, 1.148)  -0.703
H (1.289, 3.998, -1.719)  0.221
H (-3.142, 0.579, -0.829)  0.242
Se (-1.455, 1.775, 0.865)  0.076
C (4.397, -1.739, 0.035)  -0.161
C (4.580, -2.211, 2.775)  -0.219
C (0.842, 3.977, -0.725)  -0.076
H (-2.620, -3.502, -2.065)  0.213
H (-0.648, 6.160, -0.128)  0.175
O (1.267, 2.789, -0.008)  -0.743
H (0.518, -4.507, 3.475)  0.229
C (0.294, -3.948, 2.577)  -0.179
C (-1.348, 3.377, -2.019)  -0.574
C (5.446, -2.484, 0.538)  -0.219
Te (-0.614, -1.367, -1.434)  1.158
C (-3.558, -0.369, -1.128)  -0.234
C (-0.691, 4.110, -0.829)  -0.126
C (-4.633, -2.825, -1.868)  -0.214
C (3.528, -1.463, 2.283)  -0.156
Se (-0.441, 1.742, -2.592)  0.032
H (-0.418, 6.959, -2.335)  0.489
C (-1.075, -2.347, 1.423)  -0.157
C (-2.726, -1.436, -1.434)  -0.333
C (1.079, -4.113, 1.448)  -0.187
H (-1.290, 4.001, -2.911)  0.257
H (-2.425, 4.047, 0.443)  0.233
H (2.771, -1.062, 2.943)  0.238
C (-0.965, 5.610, -1.023)  -0.051
H (-2.399, 3.186, -1.804)  0.229

2.
Molecular formula: C17H36N2O19
Method: DFT, the ωB97M-V functional and the def2-TZVPD basis

- Molecular weight: 572.47 g/mol
- Total energy: -60088.333 eV
- HOMO-LUMO gap: 10.6 eV

Each line ends with the Löwdin charge.
Cartesian coordinates (Å):
C (3.335, -1.619, -4.847)  -0.038
C (-1.811, 3.386, -2.481)  -0.664
O (2.041, -1.003, -4.763)  -0.021
O (-3.328, -2.958, 0.623)  0.047
H (2.031, 4.125, -2.790)  0.092
C (-2.114, -3.695, -2.470)  -0.055
N (3.449, 3.072, -1.790)  -0.431
H (-0.908, -3.004, 3.207)  0.090
C (3.058, 3.841, -2.958)  0.049
N (-0.493, 1.471, 5.263)  -0.413
H (3.739, 4.639, -3.119)  0.093
O (0.852, -0.564, -0.483)  -0.012
O (0.087, -2.117, 4.913)  -0.025
H (0.259, 0.475, -2.174)  0.074
H (3.018, 3.165, -3.828)  0.088
O (-0.489, -1.912, 0.750)  0.129
O (-1.140, 4.106, -3.106)  0.141
H (3.809, -1.455, -3.882)  0.096
O (-1.584, 2.863, -1.282)  0.015
H (0.053, 4.194, -0.922)  0.100
H (3.304, -0.167, 2.071)  0.106
C (0.553, -1.316, 0.532)  -0.532
C (2.567, -0.317, 1.256)  -0.079
H (1.971, 0.560, 1.179)  0.079
O (0.832, -2.873, 6.786)  -0.044
H (0.493, -4.381, 8.132)  0.080
H (3.172, -2.699, -4.894)  0.094
C (0.450, 2.139, -4.968)  -0.020
H (1.253, 2.695, -5.493)  0.104
H (0.236, 1.654, 7.201)  0.084
H (-0.445, 3.181, 0.408)  0.098
H (-4.751, -1.912, 1.676)  0.095
H (0.204, 2.642, -4.015)  0.073
C (-2.867, -2.643, -0.524)  -0.711
H (-2.780, -3.116, -3.070)  0.085
H (-1.800, -1.776, 4.112)  0.055
H (0.455, 2.422, -0.943)  0.066
C (0.011, -3.217, 5.749)  -0.532
C (-3.668, -1.822, 1.507)  0.025
C (-0.868, -2.117, 3.797)  -0.035
O (-2.799, -1.558, -1.021)  0.095
H (-0.015, -1.307, -2.225)  0.096
H (1.995, -4.617, 7.242)  0.120
H (-4.547, 2.731, -3.975)  0.103
H (-0.416, -1.379, 3.088)  0.087
H (-1.060, -0.358, -1.241)  0.073
C (2.035, 0.362, -4.912)  -0.587
H (-1.399, 0.889, 7.077)  0.107
C (1.309, -3.824, 7.697)  -0.080
H (-3.518, -0.858, 1.017)  0.096
O (2.621, 2.293, -1.349)  0.041
O (-0.658, -4.218, 5.681)  0.141
C (-0.391, 0.987, 6.659)  0.052
C (-0.054, -0.393, -1.621)  0.046
H (3.238, -0.424, 0.403)  0.092
H (-2.172, -4.776, -2.764)  0.111
H (-3.197, -1.876, 2.503)  0.077
O (0.757, 0.739, -4.860)  -0.006
H (1.805, -3.335, 8.548)  0.094
H (-0.439, 2.172, -5.603)  0.096
H (3.916, -1.286, -5.696)  0.094
O (-2.469, -3.751, -1.120)  0.007
O (-2.959, 2.851, -2.887)  -0.004
H (-3.068, 3.122, -4.883)  0.079
H (-3.856, 4.391, -3.939)  0.094
O (1.633, -1.353, 1.433)  -0.016
O (2.980, 1.082, -4.999)  0.126
H (0.028, -0.034, 6.568)  0.100
C (-3.650, 3.344, -4.022)  -0.023
O (4.535, 3.296, -1.295)  0.086
O (0.271, 2.385, 4.898)  0.043
O (-1.257, 0.890, 4.496)  0.047
C (-0.322, 3.181, -0.676)  -0.030
H (-1.063, -3.318, -2.581)  0.098

3.
Molecular formula: C5H10N
Method: DFT, the ωB97M-V functional and the def2-TZVPD basis

- Molecular weight: 84.14 g/mol
- Total energy: -6834.498 eV
- Multiplicity: 2
- HOMO-LUMO gap (alpha / beta): 7.2 / 9.7 eV

Each line ends with the natural charge from an NBO analysis.
Cartesian coordinates (Å):
H (0.047, 0.841, -2.093)  0.385
H (1.216, 0.804, -0.122)  0.180
C (-0.847, 0.415, -0.350)  -0.015
H (-1.831, 1.334, -3.470)  0.193
H (-0.286, -0.685, 2.044)  0.203
C (-1.951, 0.843, -2.523)  -0.303
H (1.402, -2.193, 2.054)  0.214
H (2.611, -0.795, 1.652)  0.204
H (-1.767, -0.025, 0.019)  0.194
H (-2.842, 0.663, -1.926)  0.172
N (-0.875, 0.660, -1.717)  -0.547
C (0.564, -0.108, 1.692)  -0.424
H (1.673, -1.530, 0.441)  0.204
C (0.288, 0.476, 0.360)  -0.260
C (1.639, -1.284, 1.506)  -0.606
H (0.957, 0.584, 2.434)  0.207

4.
Molecular formula: C3H9NO2
Method: DFT, the ωB97M-V functional and the def2-TZVPD basis

- Molecular weight: 91.11 g/mol
- Total charge: -1
- Total energy: -8839.704 eV
- Multiplicity: 2
- HOMO-LUMO gap (alpha / beta): 6.7 / 8.7 eV

Each line ends with the natural charge from an NBO analysis.
Cartesian coordinates (Å):
H (-0.268, -2.232, -0.261)  0.195
H (-1.389, 2.335, -0.561)  0.333
N (-0.388, 2.501, -0.446)  -1.080
C (-0.016, -1.333, -0.871)  -0.711
H (0.883, -0.915, -0.541)  0.271
H (0.813, -1.038, 2.476)  0.011
H (-0.155, -1.442, -1.948)  0.178
H (0.042, 1.986, -1.233)  0.357
H (-1.520, 0.274, -0.984)  0.120
C (-0.931, -0.294, -0.351)  -0.318
O (2.260, -1.288, 0.972)  -0.728
H (-0.172, 2.063, 0.404)  0.396
O (0.564, 0.245, 1.095)  -0.840
H (-1.102, -0.186, 0.698)  0.200
C (1.379, -0.674, 1.552)  0.616

5.
Molecular formula: C18H21N3O3S
Method: DFT, the ωB97M-V functional and the def2-TZVPD basis

- Molecular weight: 359.45 g/mol
- Total energy: -40454.599 eV
- HOMO-LUMO gap: 8.2 eV

Each line ends with the natural charge from an NBO analysis.
Cartesian coordinates (Å):
C (-1.557, -1.710, 1.023)  0.681
H (-4.289, -0.709, -0.530)  0.199
C (-1.112, -2.887, 0.151)  -0.322
O (-0.995, -1.499, 2.084)  -0.641
C (1.261, 2.073, -1.831)  -0.194
H (-0.710, 2.067, 1.463)  0.207
H (3.579, -0.829, -1.586)  0.236
C (2.236, -1.004, 0.050)  -0.346
C (-0.183, 2.073, 0.522)  -0.314
O (0.238, -1.311, -1.672)  -0.961
N (0.332, -2.980, 0.218)  -0.852
H (-3.176, -1.914, -1.170)  0.218
H (1.575, 2.864, 1.427)  0.209
N (-2.613, -0.969, 0.627)  -0.428
H (-3.905, 0.079, 1.899)  0.195
C (3.955, 0.618, 1.452)  -0.190
C (4.244, 0.283, 0.139)  -0.216
H (-3.226, 0.479, -2.321)  0.185
C (1.125, 2.520, 0.506)  -0.179
H (5.142, 0.653, -0.331)  0.219
C (2.802, 0.143, 2.056)  -0.225
H (0.700, -3.916, 0.263)  0.416
C (3.379, -0.535, -0.568)  -0.170
S (1.189, -2.080, -0.915)  2.305
H (-4.023, 1.548, 0.048)  0.193
H (-1.555, -3.795, 0.569)  0.236
H (-0.502, 1.332, -2.757)  0.212
H (-1.648, -0.295, -1.994)  0.247
O (2.038, -2.984, -1.643)  -0.941
C (-3.231, -0.946, -0.679)  -0.229
H (1.817, 2.072, -2.757)  0.210
H (2.881, 2.868, -0.670)  0.211
C (-0.800, 1.628, -0.649)  0.262
H (-2.164, 0.344, 2.149)  0.244
C (1.930, -0.675, 1.354)  -0.134
C (-3.004, 1.431, 0.436)  -0.229
C (-2.538, 0.137, -1.536)  -0.235
H (2.579, 0.405, 3.079)  0.218
C (-0.050, 1.646, -1.830)  -0.258
H (-2.746, 2.352, 0.959)  0.224
H (4.631, 1.252, 2.006)  0.215
C (-2.943, 0.223, 1.394)  -0.243
H (-1.421, -2.772, -0.889)  0.217
C (1.859, 2.521, -0.665)  -0.260
N (-2.135, 1.251, -0.697)  -0.455
H (1.032, -1.056, 1.813)  0.263